# 1
Density functional theory data (wB97M-V/def2-TZVPD) for 2 unconnected molecules or ions with the total composition CH7NS2.

Geometry (Å):
C (-0.511, -1.805, 1.730)
S (-1.092, -0.081, 1.945)
S (-0.586, 0.867, 0.185)
H (-1.284, -2.251, 1.041)
H (-0.564, -2.397, 2.637)
H (0.427, -2.079, 1.069)
H (-1.721, 0.807, -0.556)
N (1.428, 1.685, -2.321)
H (1.412, 0.957, -1.600)
H (2.017, 2.388, -1.931)
H (0.473, 1.910, -2.199)

The calculation puts the LUMO energy at 0.4 eV. Its HOMO-LUMO gap is 0.3565 Eh. As for the SMILES: CSS.N. The calculation puts the total energy at -893.3944 Ha.



# 2
Density functional theory data (wB97M-V/def2-TZVPD) for 2 unconnected molecules or ions with the total composition CH7NS2.

Geometry (Å):
N (0.578, 2.779, -0.706)
H (0.234, 2.481, 0.189)
H (0.129, 3.669, -0.921)
H (0.325, 2.209, -1.497)
C (-0.935, -1.863, 0.128)
S (0.486, -1.066, -0.683)
S (1.806, -0.890, 0.835)
H (-0.545, -2.878, 0.251)
H (-1.833, -1.971, -0.467)
H (-1.130, -1.347, 1.061)
H (0.883, -1.122, 1.811)

The calculation puts the LUMO energy (spin up / spin down) at -5.1 / -8.3 eV. Its HOMO-LUMO gap (spin up / spin down) is 0.2999 / 0.1822 Eh. As for the spin multiplicity: 2. The net charge is +1. The calculation puts the total energy at -893.0965 Ha.



# 3
Density functional theory data (wB97M-V/def2-TZVPD) for 2 unconnected molecules or ions with the total composition CH7NSi.

Geometry (Å):
C (2.857, -0.522, 0.208)
N (-3.015, 0.122, 0.053)
Si (-2.042, 1.571, -0.037)
H (3.506, -0.619, -0.600)
H (3.504, -0.540, 1.081)
H (2.087, -1.294, 0.343)
H (-3.902, -0.207, -0.410)
H (-3.127, -0.345, 0.903)
H (-2.099, 1.425, -1.574)
H (2.230, 0.409, 0.032)

The calculation puts the LUMO energy at 0.0 eV. Its HOMO-LUMO gap is 0.3161 Eh. The calculation puts the total energy at -386.4845 Ha.



# 4
Density functional theory data (wB97M-V/def2-TZVPD) for 2 unconnected molecules or ions with the total composition CH7NSi2.

Geometry (Å):
C (2.281, -0.804, -0.004)
N (1.514, 0.362, -0.438)
Si (0.294, 1.209, 0.128)
Si (-3.106, -0.095, -0.039)
H (3.006, -0.984, -0.936)
H (2.988, -0.463, 0.882)
H (1.568, -1.560, 0.121)
H (0.251, 2.541, -0.652)
H (-0.725, 1.070, 1.318)
H (-3.544, -1.470, 0.500)
H (-4.527, 0.196, -0.881)

The calculation puts the LUMO energy at -1.5 eV. Its HOMO-LUMO gap is 0.2621 Eh. The calculation puts the total energy at -675.8338 Ha.



# 5
Density functional theory data (wB97M-V/def2-TZVPD) for 2 unconnected molecules or ions with the total composition CH7O2.

Geometry (Å):
O (1.189, -1.382, 0.984)
H (1.061, -1.760, 1.868)
H (2.156, -1.620, 0.779)
H (0.150, -0.659, 0.168)
C (-0.639, 1.320, -0.737)
O (-0.586, -0.150, -0.400)
H (0.313, 1.586, -1.148)
H (-1.408, 1.443, -1.504)
H (-0.823, 1.820, 0.211)
H (-1.414, -0.596, -0.221)

The calculation puts the LUMO energy at -3.8 eV. Its HOMO-LUMO gap is 0.5064 Eh. The net charge is +1. The calculation puts the total energy at -192.4801 Ha.



# 6
Density functional theory data (wB97M-V/def2-TZVPD) for 2 unconnected molecules or ions with the total composition CH7O2.

Geometry (Å):
O (-0.618, 0.911, -1.521)
H (-1.054, 1.709, -1.933)
H (-0.887, 0.208, -2.112)
H (-0.624, 0.019, -0.329)
C (1.060, -0.450, 0.952)
O (-0.499, -0.435, 0.533)
H (1.071, -0.138, 2.015)
H (1.521, 0.308, 0.265)
H (1.186, -1.563, 0.919)
H (-1.156, -0.571, 1.212)

The calculation puts the LUMO energy at -3.9 eV. Its HOMO-LUMO gap is 0.5040 Eh. The net charge is +1. The calculation puts the total energy at -192.4605 Ha.



# 7
Density functional theory data (wB97M-V/def2-TZVPD) for 2 unconnected molecules or ions with the total composition CH7P3.

Geometry (Å):
C (-0.298, -0.595, -0.630)
P (-2.867, 0.678, -0.230)
P (2.996, -0.591, 0.386)
P (-1.311, -0.467, 0.698)
H (0.708, -1.094, -0.458)
H (-0.684, -0.280, -1.633)
H (2.048, -0.172, -0.506)
H (-2.176, 1.812, -0.583)
H (-3.556, 1.263, 0.794)
H (1.926, -1.127, 1.176)
H (3.214, 0.572, 0.985)

The calculation puts the LUMO energy (spin up / spin down) at 1.0 / -2.5 eV. Its HOMO-LUMO gap (spin up / spin down) is 0.2740 / 0.2520 Eh. As for the spin multiplicity: 3. The calculation puts the total energy at -1066.1407 Ha.



# 8
Density functional theory data (wB97M-V/def2-TZVPD) for a single CH7PSi molecule.

Geometry (Å):
C (-1.052, -0.240, -1.501)
P (0.430, -1.003, -0.683)
Si (0.829, 0.181, 1.653)
H (-1.254, -0.498, -2.482)
H (-1.180, 0.856, -1.348)
H (-1.999, -0.480, -0.899)
H (1.428, -0.162, -1.206)
H (2.026, -0.399, 2.315)
H (0.835, 1.673, 1.243)
H (-0.063, 0.073, 2.909)

The calculation puts the LUMO energy at 0.4 eV. Its HOMO-LUMO gap is 0.3368 Eh. As for the SMILES: CP[SiH3]. The calculation puts the total energy at -673.0566 Ha.



Largest force on an atom, respectively: 0.072; 0.022; 0.051; 0.091; 0.043; 0.065; 0.094; 0.095 hartree/bohr.